DFT (ωB97M-V with the def2-TZVPD basis set) results for a cluster of 2 separate species, C5H11N in total.

Last column: Löwdin charge in e.
CARTESIAN COORDINATES (ANGSTROEM)
C 2.012 0.065 -0.294  0.005
N 1.002 -0.092 0.513  -0.158
C 0.708 -0.092 1.941  -0.043
C -0.199 -0.506 0.854  -0.270
C -1.118 1.565 -1.583  -0.052
C -1.000 -1.671 0.401  -0.053
H 1.916 -0.258 -1.324  0.057
H -0.024 1.587 -1.567  0.003
H 2.895 0.571 0.071  0.054
H 0.583 0.884 2.417  0.095
H 1.323 -0.798 2.515  0.102
H -1.479 1.347 -0.576  0.009
H -1.454 0.782 -2.268  0.019
H -1.500 2.531 -1.920  0.016
H -1.937 -1.732 0.962  0.072
H -1.259 -1.555 -0.657  0.068
H -0.468 -2.630 0.515  0.077

Computed properties:
- frontier orbital gap (eV) = 7.921
- DFT total energy (Eh) = -251.720375
- spin multiplicity = 1
- LUMO (eV) = 0.96

DFT (ωB97M-V with the def2-TZVPD basis set) results for an isolated molecule of C5H11N in a non-equilibrium geometry.

Last column: Löwdin charge in e.
CARTESIAN COORDINATES (ANGSTROEM)
C 0.616 -1.489 -1.294  -0.070
C 0.219 -0.873 0.096  -0.403
C -1.108 -0.251 0.165  -0.210
C -1.007 1.131 0.799  -0.204
C 0.343 1.566 0.296  -0.198
N 1.213 0.260 0.392  -0.055
H 1.350 -0.804 -1.781  0.073
H -0.238 -1.606 -2.026  0.076
H 1.154 -2.459 -1.154  0.069
H 0.518 -1.586 0.968  0.153
H -1.363 -0.070 -0.863  0.100
H -1.845 -0.916 0.630  0.121
H -1.792 1.923 0.553  0.127
H -0.917 1.071 1.939  0.126
H 1.042 2.310 0.730  0.113
H 0.268 1.790 -0.774  0.102
H 1.545 0.003 1.325  0.080

Computed properties:
- frontier orbital gap (eV) = 9.914
- DFT total energy (Eh) = -251.818272
- SMILES string = C[C@@H]1CCCN1
- spin multiplicity = 1
- LUMO (eV) = 1.13

DFT (ωB97M-V with the def2-TZVPD basis set) results for an isolated molecule of C5H11N.

Last column: Löwdin charge in e.
CARTESIAN COORDINATES (ANGSTROEM)
C -0.268 -0.986 1.695  -0.077
C 0.788 0.054 1.310  -0.241
N 0.658 0.377 -0.077  -0.174
C 0.646 1.607 -0.752  -0.087
C -0.495 0.563 -0.879  -0.303
C -0.655 -0.660 -1.798  -0.061
H 0.118 -1.685 2.439  0.069
H -1.172 -0.516 2.094  0.073
H -0.557 -1.574 0.817  0.064
H 0.750 0.936 1.969  0.110
H 1.792 -0.373 1.396  0.108
H 0.561 2.495 -0.104  0.105
H 1.307 1.791 -1.590  0.090
H -1.440 0.987 -0.539  0.123
H -0.465 -0.498 -2.859  0.063
H -1.646 -1.121 -1.679  0.069
H 0.078 -1.396 -1.444  0.071

Computed properties:
- frontier orbital gap (eV) = 9.705
- DFT total energy (Eh) = -251.785279
- SMILES string = CCN1C[C@H]1C
- spin multiplicity = 1
- LUMO (eV) = 1.22

DFT (ωB97M-V with the def2-TZVPD basis set) results for an isolated molecule of C5H11N in a non-equilibrium geometry.

Last column: Löwdin charge in e.
CARTESIAN COORDINATES (ANGSTROEM)
C 2.078 -0.035 -0.200  -0.079
N 0.627 0.067 -0.356  -0.314
C 0.006 1.150 0.120  -0.295
C -1.467 0.821 -0.111  -0.188
C -1.451 -0.664 -0.193  -0.253
C -0.079 -1.093 0.242  -0.193
H 2.509 0.989 -0.614  0.125
H 2.214 0.061 0.838  0.035
H 2.432 -1.105 -0.444  0.113
H 0.319 1.127 1.281  0.136
H 0.484 2.284 -0.116  0.174
H -2.332 0.919 0.676  0.138
H -1.970 1.147 -1.046  0.111
H -2.296 -1.402 0.243  0.152
H -1.536 -1.025 -1.222  0.098
H 0.203 -1.252 1.262  0.106
H 0.261 -1.989 -0.360  0.133

Computed properties:
- frontier orbital gap (eV) = 9.377
- DFT total energy (Eh) = -251.753651
- SMILES string = CN1CCCC1
- spin multiplicity = 1
- LUMO (eV) = 1.13

DFT (ωB97M-V with the def2-TZVPD basis set) results for an isolated molecule of C5H11N in a non-equilibrium geometry.

Last column: Löwdin charge in e.
CARTESIAN COORDINATES (ANGSTROEM)
C 1.574 1.115 1.515  0.054
C 0.845 0.195 0.815  -0.366
C 1.445 -1.156 0.418  -0.108
C -0.557 0.321 0.341  -0.275
N -0.672 -0.181 -1.009  -0.168
C -1.914 0.257 -1.644  -0.184
H 2.601 0.782 1.755  0.064
H 1.227 2.071 1.724  0.028
H 1.028 -2.063 1.165  0.135
H 1.318 -1.443 -0.671  0.068
H 2.618 -1.192 0.523  0.093
H -1.207 -0.146 1.084  0.120
H -0.865 1.385 0.411  0.124
H -0.663 -1.196 -0.921  0.091
H -1.688 1.448 -2.090  0.138
H -2.941 0.258 -0.907  0.117
H -2.151 -0.455 -2.509  0.070

Computed properties:
- frontier orbital gap (eV) = 9.983
- DFT total energy (Eh) = -251.766959
- SMILES string = C=C(C)CNC
- spin multiplicity = 1
- LUMO (eV) = 0.96

DFT (ωB97M-V with the def2-TZVPD basis set) results for a cluster of 2 separate species, C5H11N in total.

Last column: Löwdin charge in e.
CARTESIAN COORDINATES (ANGSTROEM)
C -0.445 -1.167 -1.970  -0.056
C 1.264 1.301 -0.665  0.024
N 0.782 0.652 0.346  -0.159
C 1.208 -0.075 1.539  -0.044
C -0.141 -0.091 0.946  -0.298
C -1.492 0.261 1.436  -0.055
H 0.479 -1.387 -2.524  0.025
H -1.116 -2.024 -2.029  0.017
H -0.915 -0.314 -2.471  0.020
H 2.334 1.413 -0.767  0.063
H 0.566 1.701 -1.387  0.064
H 1.894 -0.898 1.335  0.099
H 1.444 0.542 2.412  0.102
H -0.315 -0.970 -0.902  -0.024
H -1.954 -0.579 1.962  0.074
H -2.160 0.524 0.612  0.074
H -1.433 1.111 2.128  0.075

Computed properties:
- frontier orbital gap (eV) = 7.911
- DFT total energy (Eh) = -251.711394
- spin multiplicity = 1
- LUMO (eV) = 0.93

DFT (ωB97M-V with the def2-TZVPD basis set) results for an isolated molecule of C5H11N in a non-equilibrium geometry.

Last column: Löwdin charge in e.
CARTESIAN COORDINATES (ANGSTROEM)
C 0.322 -2.083 0.478  -0.092
C 0.957 -1.042 -0.445  -0.247
N 0.994 0.238 0.231  -0.139
C 0.947 1.610 -0.218  -0.097
C -0.109 0.992 0.659  -0.253
C -1.566 1.177 -0.324  -0.067
H 0.317 -3.070 0.004  0.070
H 0.868 -2.165 1.426  0.076
H -0.715 -1.814 0.708  0.064
H 1.986 -1.341 -0.686  0.113
H 0.398 -0.962 -1.386  0.111
H 1.844 2.183 0.064  0.106
H 0.071 1.809 -0.908  0.077
H -0.393 0.975 1.713  0.124
H -2.194 1.842 0.273  0.047
H -1.987 0.182 -0.386  0.028
H -1.739 1.577 -1.378  0.079

Computed properties:
- frontier orbital gap (eV) = 10.117
- DFT total energy (Eh) = -251.722857
- SMILES string = CCN1C[C@H]1C
- spin multiplicity = 1
- LUMO (eV) = 1.18

DFT (ωB97M-V with the def2-TZVPD basis set) results for an isolated molecule of C5H11N in a non-equilibrium geometry.

Last column: Löwdin charge in e.
CARTESIAN COORDINATES (ANGSTROEM)
C 0.328 1.625 1.047  -0.151
N -0.272 1.533 -0.327  -0.079
C 0.051 -0.011 -0.705  -0.477
C -0.363 -1.119 0.207  -0.290
C -1.636 -1.735 0.325  0.042
C 1.450 0.000 -1.085  -0.011
H 1.218 0.791 1.050  0.108
H -0.562 1.342 1.609  0.058
H 0.634 2.659 1.245  0.070
H 0.565 1.726 -0.956  0.069
H 0.586 -1.595 0.404  0.117
H -1.806 -2.661 -0.278  0.067
H -2.658 -1.238 0.571  0.103
H -0.870 -0.592 0.979  0.074
H 1.807 -0.100 -2.092  0.039
H 2.188 -0.461 -0.299  0.092
H -0.658 -0.165 -1.693  0.169

Computed properties:
- frontier orbital gap (eV) = 4.634
- DFT total energy (Eh) = -251.508380
- spin multiplicity = 1
- LUMO (eV) = -2.09